1 | {"formula": "C3H7NOP", "method": "wB97M-V/def2-TZVPD", "total_charge": 1, "e_homo_ha": [-0.499, -0.499], "orbital_gap_ha": [0.273, 0.273], "smiles": "CP(O)[C@H]1C=[NH+]1", "symbols": ["C", "C", "C", "N", "O", "P", "H", "H", "H", "H", "H", "H", "H"], "xyz": [[-0.296, 2.385, 0.163], [0.441, 1.269, -0.342], [-1.131, -1.842, -0.169], [0.700, 2.028, 0.900], [1.266, -1.462, -0.488], [0.233, -0.623, 0.348], [-1.160, 2.812, 0.352], [-1.563, -2.425, 0.632], [1.021, 1.544, -1.211], [-1.913, -1.482, -0.712], [-0.511, -2.508, -0.763], [0.679, 1.443, 1.773], [2.233, -1.139, -0.485]], "mulliken_charge": [0.01, -0.11, -0.90, -0.26, -0.47, 0.27, 0.42, 0.34, 0.37, 0.37, 0.28, 0.33, 0.36]}

2 | {"formula": "C3H7NOP", "method": "wB97M-V/def2-TZVPD", "total_charge": 1, "e_homo_ha": [-0.477, -0.477], "orbital_gap_ha": [0.295, 0.294], "symbols": ["C", "C", "C", "N", "O", "P", "H", "H", "H", "H", "H", "H", "H"], "xyz": [[1.125, 1.033, -1.207], [0.586, 0.052, 1.274], [0.087, -0.588, 0.051], [-1.510, -0.731, -0.017], [0.389, -0.068, -1.209], [1.602, 2.149, -0.070], [1.299, 1.317, -2.171], [0.021, 0.878, 1.748], [1.606, -0.063, 1.624], [0.354, -1.572, -0.013], [-1.769, -1.180, -0.885], [-2.054, 0.134, -0.024], [-1.735, -1.362, 0.900]], "mulliken_charge": [-0.04, -1.50, 0.38, -0.43, -0.38, 0.16, 0.42, 0.46, 0.49, 0.31, 0.35, 0.33, 0.44]}

Most stable: 2 (next structure +19.0 kJ/mol)